C14H20CuN7OS | ωB97M-V/def2-TZVPD

CARTESIAN COORDINATES (ANGSTROEM)
Cu 0.420 2.071 -0.099
N 4.751 1.440 -0.403
C 3.356 1.582 -0.413
S 2.659 2.541 0.856
N 2.746 0.982 -1.379
N 1.373 0.920 -1.345
C 0.824 0.455 -2.474
C -0.519 0.042 -2.652
C -0.981 -0.109 -3.994
C -2.274 -0.442 -4.313
C -3.215 -0.648 -3.300
C -2.796 -0.539 -1.976
C -1.496 -0.230 -1.632
O -1.252 -0.179 -0.264
H 5.226 2.244 -0.024
H 5.100 1.133 -1.300
H 1.481 0.380 -3.340
H -0.265 0.079 -4.787
H -2.567 -0.521 -5.354
H -4.236 -0.918 -3.536
H -3.497 -0.710 -1.167
N -0.077 2.692 5.513
C 0.084 2.609 4.148
N 1.290 2.177 3.701
N -0.922 2.920 3.395
C -0.804 2.998 2.101
N -0.760 3.091 0.946
H 0.388 1.960 6.028
H -1.050 2.785 5.762
H 2.083 2.345 4.299
H 1.486 2.303 2.706
C -1.877 -3.128 0.542
C -0.614 -2.590 -0.128
C 0.613 -3.416 0.252
C -0.348 -1.141 0.277
H -2.048 -4.176 0.284
H -2.744 -2.549 0.222
H -1.789 -3.052 1.629
H -0.745 -2.624 -1.214
H 0.818 -3.313 1.321
H 1.494 -3.070 -0.289
H 0.463 -4.473 0.025
H 0.679 -0.891 0.013
H -0.457 -1.031 1.361

Output
- 2S+1 = 2
- HOMO (alpha / beta) (eV) = -1.208 / -3.469
- max |F| (eV/A) = 1.10
- total charge = -1

C20H18F3N4O5 | ωB97M-V/def2-TZVPD

CARTESIAN COORDINATES (ANGSTROEM)
C 2.350 -3.072 -0.532
C 3.371 -2.757 0.521
N 4.602 -2.924 0.292
C 2.805 -2.279 1.849
C 2.171 -0.922 1.756
C 2.955 0.223 1.635
F 4.277 0.066 1.586
C 2.451 1.512 1.548
C 1.080 1.692 1.620
N 0.427 2.986 1.596
C 1.229 4.103 2.000
O 1.116 4.681 3.010
F 2.114 4.458 1.070
C -0.306 3.217 0.442
O -0.347 2.616 -0.563
F -1.094 4.313 0.626
C 0.276 0.575 1.718
C 0.799 -0.701 1.768
C -0.347 -1.667 1.831
O -0.291 -2.829 2.065
N -1.546 -0.913 1.612
C -2.190 -1.053 0.275
O -1.985 -2.354 -0.179
C -2.096 -2.500 -1.550
C -3.185 -2.006 -2.251
C -3.263 -2.164 -3.628
C -2.252 -2.825 -4.311
C -1.172 -3.329 -3.596
C -1.087 -3.169 -2.224
C -1.208 0.464 1.781
O -2.002 1.342 1.957
H 1.962 -4.069 -0.326
H 2.788 -3.010 -1.520
H 1.512 -2.385 -0.427
H 5.162 -2.683 1.108
H 2.091 -2.997 2.239
H 3.621 -2.227 2.570
H 3.132 2.341 1.442
H -1.748 -0.332 -0.425
H -3.240 -0.793 0.392
H -3.983 -1.492 -1.736
H -4.114 -1.758 -4.152
H -2.299 -2.951 -5.381
H -0.388 -3.834 -4.140
H -0.248 -3.558 -1.668
N -2.382 6.994 -0.339
H -3.356 7.261 -0.184
H -2.195 6.952 -1.344
H -1.765 7.686 0.094
H -2.204 6.071 0.078

Output
- HOMO (eV) = -10.903
- max |F| (eV/A) = 1.17
- total charge = +1

Look up the max |F| of the second one.
1.17 eV/A